1:
C5H10O2 | the ωB97M-V functional and the def2-TZVPD basis

Properties
HOMO-LUMO gap	10.547	eV
lowest unoccupied orbital energy	0.86	eV

```
17
Properties=species:S:1:pos:R:3:lowdin_charge:R:1
C 1.4538 0.0981 -1.1079 -0.029
C 0.8077 0.1354 0.7760 -0.153
O 0.2115 1.3643 0.9336 -0.104
C -0.8369 1.2306 -0.0233 -0.197
C -1.5575 -0.0419 0.4371 -0.085
C -0.3498 -0.9190 0.8729 -0.339
O -0.0654 -2.0165 0.0496 -0.039
H 1.8322 1.0980 -1.3987 0.059
H 0.9347 -0.2013 -2.0768 0.070
H 2.2891 -0.5854 -1.0363 0.030
H 1.5851 0.0390 1.5651 0.149
H -0.3098 0.9957 -0.9586 0.075
H -1.4029 2.1570 -0.0685 0.128
H -2.2286 0.1712 1.2761 0.114
H -2.1164 -0.5487 -0.3529 0.121
H -0.5374 -1.3587 1.8688 0.152
H 0.2907 -1.6179 -0.7562 0.048
```



2:
C5H10O2 | the ωB97M-V functional and the def2-TZVPD basis

Properties
HOMO-LUMO gap	10.689	eV
lowest unoccupied orbital energy	1.10	eV
SMILES string	C[C@@H]1OC[C@H](C)O1

```
17
Properties=species:S:1:pos:R:3:lowdin_charge:R:1
C 2.0891 0.9002 -0.9190 -0.004
C 0.6999 1.1003 -0.2614 -0.424
O 0.7018 0.8767 1.1308 -0.054
C -0.2712 -0.1081 1.4212 -0.130
C -1.1316 -0.1735 0.1603 -0.378
C -1.6568 -1.5256 -0.2226 -0.035
O -0.2383 0.2494 -0.8432 -0.037
H 2.4201 -0.1224 -0.7324 0.080
H 2.0425 1.0724 -2.0048 0.084
H 2.8380 1.5782 -0.4896 0.081
H 0.4322 2.1421 -0.4788 0.147
H 0.2219 -1.0678 1.6189 0.128
H -0.8310 0.1942 2.3108 0.130
H -1.9619 0.5385 0.2282 0.150
H -2.1982 -1.4928 -1.1718 0.087
H -2.3303 -1.8883 0.5540 0.086
H -0.8228 -2.2232 -0.3165 0.088
```



3:
C5H10O2 | the ωB97M-V functional and the def2-TZVPD basis

Properties
HOMO-LUMO gap	8.882	eV
lowest unoccupied orbital energy	0.14	eV

```
17
Properties=species:S:1:pos:R:3:lowdin_charge:R:1
C -2.4229 -0.9931 0.7425 -0.069
C -1.0382 -0.4684 1.0375 -0.217
O -0.5978 0.3196 -0.1043 -0.096
C 0.3081 1.1989 0.1756 -0.040
C 2.2603 -0.5725 -0.7044 -0.028
C 0.6311 2.1121 -0.9310 -0.281
O 1.6850 2.2950 -1.5011 0.024
H -2.4146 -1.6387 -0.1396 0.081
H -2.7910 -1.5740 1.5939 0.083
H -3.1115 -0.1628 0.5631 0.081
H -1.0014 0.1910 1.9070 0.117
H -0.3058 -1.2709 1.1717 0.124
H 1.8997 0.0400 0.1353 -0.001
H 2.6868 0.0994 -1.4504 0.028
H 3.0092 -1.2572 -0.3069 0.031
H 1.4292 -1.1344 -1.1404 0.037
H -0.2263 2.8158 -1.0484 0.125
```



Top of the stability list: 2, leading by 219.4 kJ/mol.



1:
C5H10O2 | the ωB97M-V functional and the def2-TZVPD basis

Properties
HOMO-LUMO gap	10.666	eV
lowest unoccupied orbital energy	1.01	eV
SMILES string	CO[C@H]1CO[C@H]1C

```
17
Properties=species:S:1:pos:R:3:lowdin_charge:R:1
C 1.9557 1.2331 -0.1353 -0.095
O 0.5855 0.9814 -0.3213 -0.156
C 0.2799 -0.3673 -0.5284 -0.276
C 0.4613 -1.3211 0.6640 -0.123
O -0.9398 -1.6085 0.7060 -0.080
C -1.2216 -0.6711 -0.3530 -0.310
C -2.0861 0.4784 0.1145 -0.029
H 2.3579 0.6749 0.7234 0.087
H 2.5485 0.9795 -1.0274 0.092
H 2.0555 2.3020 0.0670 0.093
H 0.7180 -0.7327 -1.4696 0.154
H 0.8057 -0.8266 1.5820 0.123
H 1.0622 -2.2199 0.4809 0.121
H -1.6786 -1.1936 -1.2033 0.144
H -2.3967 1.1018 -0.7311 0.087
H -2.9751 0.0821 0.6161 0.086
H -1.5323 1.1076 0.8153 0.083
```



2:
C5H10O2 | the ωB97M-V functional and the def2-TZVPD basis

Properties
HOMO-LUMO gap	10.595	eV
lowest unoccupied orbital energy	1.01	eV

```
17
Properties=species:S:1:pos:R:3:lowdin_charge:R:1
C 0.2107 -1.9355 -1.6127 -0.099
O 0.7291 -0.8935 -0.8066 -0.126
C -0.3072 -0.1109 -0.2828 -0.288
C -0.9114 -0.6490 1.0382 -0.102
O -0.0908 0.2594 1.8003 -0.047
C 0.0058 1.0428 0.6487 -0.404
C 1.0407 2.1243 0.5441 -0.014
H -0.4019 -2.6445 -1.0331 0.090
H -0.4105 -1.5375 -2.4307 0.090
H 1.0557 -2.4773 -2.0444 0.091
H -0.9780 0.2520 -1.0665 0.144
H -0.7024 -1.6836 1.3075 0.125
H -1.9682 -0.3796 1.1614 0.124
H -1.0812 1.7157 0.4968 0.180
H 1.7550 2.0688 -0.2828 0.086
H 0.2082 2.7811 0.3189 0.060
H 1.5119 2.4130 1.4901 0.091
```



3:
C5H10O2 | the ωB97M-V functional and the def2-TZVPD basis

Properties
HOMO-LUMO gap	8.385	eV
lowest unoccupied orbital energy	0.17	eV
SMILES string	C=C/C(O)=C/C.O

```
17
Properties=species:S:1:pos:R:3:lowdin_charge:R:1
C 2.5393 -1.3600 0.5269 0.032
C 1.5786 -0.4985 0.1763 -0.139
C 0.2935 -0.8086 -0.4749 -0.332
O -0.6637 0.2479 -0.3839 -0.015
C -0.0610 -1.9779 -1.0693 -0.093
C -1.2938 -2.7670 -0.7604 -0.080
H 2.3428 -2.3759 0.8130 0.061
H 3.5429 -0.9798 0.3306 0.066
H 1.7297 0.5822 0.2587 0.100
H -0.0742 0.9617 -0.6572 0.079
H 0.9292 -2.3141 -1.3695 0.091
H -1.8102 -2.1876 0.0189 0.080
H -1.1068 -3.7341 -0.2906 0.078
H -1.9246 -2.7807 -1.6495 0.071
O -1.6167 5.6229 1.6440 -0.057
H -1.0248 5.5380 0.8881 0.032
H -2.4704 5.3300 1.3343 0.024
```



4:
C5H10O2 | the ωB97M-V functional and the def2-TZVPD basis

Properties
HOMO-LUMO gap	10.462	eV
lowest unoccupied orbital energy	0.88	eV
SMILES string	COC(C)(C)C=O

```
17
Properties=species:S:1:pos:R:3:lowdin_charge:R:1
C 2.0863 0.0986 -0.1832 -0.103
O 1.0180 0.0763 0.7374 -0.150
C -0.2792 -0.0624 0.1793 -0.571
C -0.6024 0.9400 -0.9238 -0.014
C -1.2617 0.1304 1.3353 -0.007
C -0.4605 -1.5075 -0.2913 -0.195
O -1.3834 -1.8834 -0.9733 0.071
H 1.9758 -0.6577 -0.9759 0.095
H 2.9958 -0.1227 0.3805 0.094
H 2.2002 1.0822 -0.6577 0.088
H 0.1929 1.0124 -1.6707 0.080
H -0.7589 1.9279 -0.4788 0.092
H -1.5196 0.6274 -1.4296 0.093
H -1.2979 1.1916 1.5996 0.091
H -2.2610 -0.1933 1.0284 0.097
H -0.9412 -0.4458 2.2079 0.095
H 0.2967 -2.2140 0.1159 0.143
```



Top of the stability list: 4, leading by 79.3 kJ/mol.



1:
C5H10O2 | the ωB97M-V functional and the def2-TZVPD basis

Properties
HOMO-LUMO gap	10.614	eV
lowest unoccupied orbital energy	0.96	eV
SMILES string	C[C@H]1OCC[C@H]1O

```
17
Properties=species:S:1:pos:R:3:lowdin_charge:R:1
C 2.0204 -0.0899 -0.5298 -0.024
C 0.7615 0.3178 0.2188 -0.346
O 0.0099 1.2795 -0.5258 -0.103
C -1.3794 1.1180 -0.2496 -0.180
C -1.4908 -0.0280 0.7647 -0.108
C -0.2212 -0.8222 0.4936 -0.346
O -0.3930 -1.7209 -0.5884 -0.015
H 2.9167 0.3215 -0.0644 0.078
H 2.0165 0.2282 -1.5781 0.091
H 2.0951 -1.1777 -0.4990 0.081
H 1.0444 0.7512 1.1902 0.149
H -1.8925 0.8728 -1.1875 0.120
H -1.7976 2.0541 0.1384 0.117
H -1.4756 0.3569 1.7920 0.120
H -2.3787 -0.6473 0.6332 0.120
H 0.0928 -1.4170 1.3624 0.153
H 0.0715 -1.3971 -1.3704 0.092
```



2:
C5H10O2 | the ωB97M-V functional and the def2-TZVPD basis

Properties
HOMO-LUMO gap	10.175	eV
lowest unoccupied orbital energy	0.96	eV

```
17
Properties=species:S:1:pos:R:3:lowdin_charge:R:1
C 1.4387 -0.8466 -0.4111 -0.052
C 1.3421 -0.3516 1.0258 -0.212
O 0.3935 0.6996 1.0839 -0.096
C -0.7356 0.2579 0.3672 -0.377
C -1.7380 1.3839 0.2268 -0.017
C -0.2690 -0.2197 -1.0111 -0.351
O -0.8911 -1.2240 -1.6075 -0.117
H 1.7184 -1.9129 -0.4582 0.127
H 0.3459 -1.3730 -1.0618 0.143
H 2.1235 -0.2810 -1.0442 0.109
H 1.0266 -1.1739 1.6865 0.127
H 2.2915 0.0450 1.3952 0.127
H -1.1925 -0.6152 0.8613 0.162
H -2.5898 1.0515 -0.3753 0.094
H -2.1001 1.6942 1.2107 0.087
H -1.2717 2.2479 -0.2590 0.090
H 0.1077 0.6179 -1.6290 0.156
```



3:
C5H10O2 | the ωB97M-V functional and the def2-TZVPD basis

Properties
HOMO-LUMO gap	9.877	eV
lowest unoccupied orbital energy	0.72	eV

```
17
Properties=species:S:1:pos:R:3:lowdin_charge:R:1
C 1.3161 1.6391 -1.5961 -0.105
C -0.0093 1.0264 -1.1190 -0.213
C 0.1269 0.1016 0.1070 -0.265
O 0.1812 0.7717 1.2949 -0.033
C -1.2410 -1.2973 0.5414 -0.035
C -0.7399 -1.9919 1.7632 -0.278
O 0.1222 -1.5624 2.5160 0.008
H 1.1532 2.2567 -2.4928 0.076
H 1.7515 2.2491 -0.8032 0.074
H 2.0266 0.8520 -1.8604 0.071
H -0.6948 1.8440 -0.8923 0.110
H -0.4082 0.4465 -1.9525 0.106
H 0.9393 -0.6012 -0.0536 0.117
H 0.3218 0.0426 1.9692 0.074
H -1.6337 -2.1463 -0.0626 0.082
H -2.0620 -0.6024 0.7203 0.088
H -1.1498 -3.0282 1.9204 0.124
```



4:
C5H10O2 | the ωB97M-V functional and the def2-TZVPD basis

Properties
HOMO-LUMO gap	10.404	eV
lowest unoccupied orbital energy	0.71	eV
SMILES string	C=CC[C@@H](O)CO

```
17
Properties=species:S:1:pos:R:3:lowdin_charge:R:1
C 1.4601 0.0599 1.7591 0.040
C 0.6366 0.9894 1.2317 -0.203
C 0.5394 1.0356 -0.2604 -0.133
C 0.0055 -0.3596 -0.7321 -0.405
O -0.0728 -1.2167 0.3764 -0.135
C -1.3884 -0.2929 -1.3023 -0.256
O -1.8820 -1.5671 -1.6165 -0.050
H 1.4374 -0.1949 2.8095 0.082
H 2.1788 -0.4731 1.1396 0.094
H 0.1841 1.7355 1.8685 0.113
H -0.1060 1.8478 -0.5971 0.113
H 1.5301 1.2050 -0.6853 0.118
H 0.6779 -0.7675 -1.4929 0.149
H -0.2062 -0.3982 1.1452 0.137
H -2.0276 0.2104 -0.5589 0.129
H -1.3768 0.3114 -2.2082 0.125
H -1.5900 -2.1251 -0.8761 0.085
```



Top of the stability list: 1, leading by 146.8 kJ/mol.